[1]
Formula: C2H12O4
Source: OMol25
Level of theory: ωB97M-V with the def2-TZVPD basis set

Values from the calculation:
* LUMO (alpha / beta): -6.7 / -10.3 eV
* 2S+1: 2
* charge: +1
* <S²>: 0.7520
* HOMO-LUMO gap (alpha / beta): 6.655 / 3.007 eV
* E: -10447.202 eV
* E_HOMO (alpha / beta): -13.3 / -13.3 eV

Positions of all 18 atoms, in Å:
C -2.6798 -0.0041 0.3173
C -2.3256 1.0718 -0.5140
H -2.3261 -1.0157 0.1724
H -3.1478 0.2658 1.2595
H -1.6274 1.0047 -1.3436
H -2.5490 2.0665 -0.1358
H 0.1806 -1.1736 -2.7737
H -0.9886 -0.4302 -3.2211
O -0.0641 -0.2814 -3.0736
H 2.0971 -0.4027 -0.4251
H 0.9428 0.3481 -1.0122
O 1.3462 0.1371 -0.1586
H 3.6064 1.7838 4.5002
H 3.5524 3.1679 3.9124
O 3.1704 2.6403 4.6225
H -0.6928 -2.6144 -0.4350
H -1.2913 -3.6008 -1.4229
O -0.4834 -3.2070 -1.1516


[2]
Formula: C41H67N2O12
Source: OMol25
Level of theory: ωB97M-V with the def2-TZVPD basis set

Values from the calculation:
* LUMO: -4.6 eV
* charge: +1
* HOMO-LUMO gap: 6.833 eV
* E: -71144.744 eV
* E_HOMO: -11.4 eV

Positions of all 122 atoms, in Å:
C 3.2245 -3.0703 -0.1332
C 1.6519 -2.8845 0.1199
C 0.9634 -2.2250 -1.1944
C -0.0093 -3.2781 -1.9607
C -1.0901 -2.4505 -2.8301
C -2.5661 -2.8210 -2.2765
C -2.9506 -2.0687 -0.9231
C -3.0026 -0.4773 -1.0340
C -2.3633 0.2013 0.2756
C -2.4488 1.8092 0.2612
C -1.0385 2.5120 -0.0689
C -0.2523 1.6690 -1.1983
C 0.9125 2.5349 -1.8545
C 1.8051 1.7216 -2.9038
C 3.2972 1.9805 -2.9077
C 3.9723 1.1269 -3.9746
C 3.0617 0.2053 -4.7401
N 1.6851 0.0184 -4.6732
N 1.1851 0.8268 -3.7557
H 3.6732 -3.5032 0.8162
H 3.7441 -2.0614 -0.3093
H 3.4064 -3.6946 -1.0613
H 1.5329 -2.1399 0.9660
H 1.1048 -3.8409 0.3800
H 1.7401 -1.7998 -1.9158
H 0.2577 -1.4183 -0.7838
H 0.6526 -3.9332 -2.6227
H -0.5388 -3.8628 -1.1385
H -0.9867 -1.3231 -2.7165
H -1.0018 -2.6711 -3.9513
H -2.5189 -3.9396 -2.0232
H -3.3621 -2.7168 -3.0918
H -3.9572 -2.4885 -0.5861
H -2.1676 -2.3537 -0.1414
H -4.1044 -0.1597 -1.0370
H -2.5449 -0.0674 -2.0006
H -1.3160 -0.1955 0.4834
H -3.0153 -0.1387 1.1514
H -2.7095 2.1144 1.3364
H -3.3046 2.1834 -0.3852
H -0.4251 2.6890 0.8672
H -1.2922 3.5449 -0.4903
H 0.1163 0.6640 -0.8084
H -1.0417 1.4463 -2.0031
H 0.5601 3.5336 -2.2907
H 1.6339 2.8121 -1.0037
H 3.8277 2.7321 -2.2424
H 5.0775 1.1593 -4.1965
H 3.5779 -0.4609 -5.5148
H 0.1512 0.7636 -3.6739
O 3.5220 3.2548 -10.5320
C 2.8782 2.5311 -9.8246
O 2.0481 2.9727 -8.8386
C 1.5246 1.8513 -8.1204
C 1.6493 0.6777 -9.0660
C 2.8958 1.0256 -9.8542
H 2.1108 1.7156 -7.2055
H 0.4865 2.0452 -7.8451
H 1.7074 -0.2841 -8.5534
H 0.7864 0.6495 -9.7377
H 3.8032 0.6703 -9.3603
H 2.8432 0.6529 -10.8762
O -0.9018 -2.4476 1.8753
C -1.6888 -3.1027 2.5131
O -1.9688 -4.4053 2.2553
C -3.0213 -4.8465 3.1248
C -2.9920 -3.8960 4.3000
C -2.5272 -2.6044 3.6596
H -3.9674 -4.8020 2.5768
H -2.8377 -5.8781 3.4283
H -3.9501 -3.8137 4.8100
H -2.2504 -4.2313 5.0297
H -3.3629 -2.0221 3.2626
H -1.9342 -2.0059 4.3476
O -3.2005 -2.2761 6.3619
C -3.4625 -1.2458 6.9302
O -4.3633 -1.1464 7.9389
C -4.5133 0.2314 8.3125
C -3.2465 0.9090 7.8430
C -2.8889 0.1091 6.6070
H -5.4033 0.6300 7.8228
H -4.6413 0.3076 9.3928
H -3.3736 1.9761 7.6547
H -2.4614 0.7911 8.5960
H -3.3799 0.4995 5.7122
H -1.8104 0.0537 6.4611
O 5.1542 -5.5558 -0.9785
C 5.7200 -4.9952 -1.8762
O 6.3185 -3.7779 -1.7558
C 6.7989 -3.3552 -3.0365
C 6.9456 -4.6237 -3.8462
C 5.8361 -5.4941 -3.2919
H 6.0687 -2.6655 -3.4725
H 7.7498 -2.8336 -2.9173
H 6.8779 -4.4580 -4.9225
H 7.9144 -5.0869 -3.6371
H 4.8881 -5.3244 -3.8080
H 6.1029 -6.5498 -3.3149
O -6.5088 1.6499 11.2201
C -7.1441 2.1528 10.3337
O -6.9218 1.9140 9.0117
C -7.7779 2.7540 8.2263
C -8.9214 3.1252 9.1433
C -8.2523 3.1571 10.5027
H -7.2056 3.6278 7.9004
H -8.1206 2.2078 7.3460
H -9.4052 4.0639 8.8697
H -9.6807 2.3376 9.1267
H -7.8164 4.1350 10.7195
H -8.9361 2.8565 11.2954
O 3.8205 4.1302 -0.6907
C 4.6635 4.8497 -1.1738
O 5.9869 4.5578 -1.1860
C 6.7158 5.6674 -1.7322
C 5.7089 6.4353 -2.5568
C 4.4192 6.1977 -1.7978
H 7.1169 6.2608 -0.9062
H 7.5451 5.2996 -2.3373
H 5.9623 7.4895 -2.6736
H 5.6335 5.9945 -3.5557
H 4.2705 6.9349 -1.0055
H 3.5581 6.1710 -2.4649


[3]
Formula: CH3NO2
Source: OMol25
Level of theory: ωB97M-V with the def2-TZVPD basis set

Values from the calculation:
* LUMO: 0.2 eV
* HOMO-LUMO gap: 11.446 eV
* E: -6667.792 eV
* E_HOMO: -11.2 eV

Positions of all 7 atoms, in Å:
C 0.1704 0.4853 0.3833
H 1.2410 0.3879 0.4986
H -0.2294 0.3271 1.3848
H -0.1512 1.4260 -0.0870
N -0.2424 -0.5930 -0.5068
O -0.9519 -0.3300 -1.4647
O 0.1634 -1.7033 -0.2082


[4]
Formula: C18H16Cl2OS2Tc
Source: OMol25
Level of theory: ωB97M-V with the def2-TZVPD basis set

Values from the calculation:
* LUMO (alpha / beta): -7.4 / -9.0 eV
* 2S+1: 4
* charge: +2
* <S²>: 3.7823
* HOMO-LUMO gap (alpha / beta): 7.291 / 6.017 eV
* E: -69870.613 eV
* E_HOMO (alpha / beta): -14.7 / -15.0 eV

Positions of all 40 atoms, in Å:
Tc 0.8135 -0.2018 2.0421
C 2.4310 0.7681 3.2294
C 2.7506 -0.6027 3.0574
C 1.7693 -1.3739 3.7517
C 0.8932 -0.4681 4.4063
C 1.2819 0.8396 4.0722
H 2.9842 1.6016 2.8236
H 3.6004 -1.0004 2.5254
H 1.7402 -2.4514 3.8029
H 0.0548 -0.7393 5.0318
H 0.7932 1.7481 4.3893
Cl -1.1847 -1.2961 1.1489
C -0.6140 -2.0784 -0.3606
C -1.5772 -2.6293 -1.1686
C -1.1279 -3.2381 -2.3367
C 0.2227 -3.2669 -2.6487
C 1.1543 -2.6911 -1.7979
Cl 2.8222 -2.7437 -2.2109
C 0.7491 -2.0698 -0.6085
S 1.9540 -1.4465 0.5101
H -2.6242 -2.6095 -0.9026
H -1.8411 -3.7006 -3.0052
H 0.5657 -3.7443 -3.5560
C -1.0818 3.7792 0.7942
S -1.3119 2.0203 0.7323
O 0.0217 1.5329 1.4074
C -1.1550 1.6387 -0.9648
C -2.2811 1.0786 -1.5604
C -2.2283 0.7538 -2.9095
C -1.0591 0.9673 -3.6231
C 0.0674 1.5106 -3.0066
C 0.0281 1.8575 -1.6700
H -0.2129 4.0615 0.2040
H -0.9722 4.0566 1.8406
H -1.9909 4.2220 0.3850
H -3.1852 0.9144 -0.9861
H -3.0985 0.3370 -3.3978
H -1.0202 0.7118 -4.6738
H 0.9698 1.6704 -3.5810
H 0.8990 2.2819 -1.1859


[5]
Formula: C40H60N4O16
Source: OMol25
Level of theory: ωB97M-V with the def2-TZVPD basis set

Values from the calculation:
* LUMO (alpha / beta): 1.1 / 1.1 eV
* 2S+1: 2
* charge: -1
* <S²>: 0.7675
* HOMO-LUMO gap (alpha / beta): 2.382 / 5.931 eV
* E: -81155.123 eV
* E_HOMO (alpha / beta): -1.3 / -4.9 eV

Positions of all 120 atoms, in Å:
C -7.6675 8.8938 8.3759
C -7.6381 10.1384 8.9162
C -6.6912 11.0603 8.4820
C -5.7419 10.6008 7.5251
C -5.6784 9.2302 7.0859
C -6.7394 8.3887 7.5242
N -4.7568 11.5634 6.9971
O -3.8556 11.1538 6.3117
O -5.0493 12.7952 7.0792
H -8.5031 8.2751 8.6682
H -8.3695 10.5630 9.5879
H -6.8232 12.0625 8.8622
H -4.9013 8.8372 6.4471
H -6.8284 7.3410 7.2777
C -9.3265 2.2976 13.2963
C -10.5285 1.7221 12.8296
C -11.5828 2.5700 12.3778
C -11.3584 3.9438 12.2318
C -10.1885 4.4504 12.6721
C -9.1960 3.6473 13.2123
N -12.3838 4.8688 11.6823
O -13.3290 4.4770 11.0461
O -12.3206 6.0432 11.9584
H -8.5841 1.5926 13.6401
H -10.5471 0.6433 12.7816
H -12.5194 2.1568 12.0337
H -9.9102 5.4436 12.3518
H -8.2508 4.0780 13.5080
C -6.5952 9.8224 14.2260
C -7.3486 10.9548 14.0364
C -8.4657 10.9085 13.1782
C -8.9295 9.6767 12.6584
C -8.2077 8.5094 12.9781
C -7.1005 8.6192 13.7496
N -10.0479 9.6204 11.6780
O -10.0348 8.8007 10.7845
O -11.0343 10.3315 11.8805
H -5.8199 9.8354 14.9777
H -7.2060 11.8841 14.5680
H -9.1524 11.7412 13.1401
H -8.6483 7.5307 12.8571
H -6.6740 7.6753 14.0556
C -3.9587 3.2639 8.8454
C -3.4918 2.4351 9.8839
C -2.4957 2.8740 10.7649
C -1.9885 4.1826 10.6143
C -2.5397 4.9934 9.6105
C -3.4522 4.5812 8.6730
N -0.8904 4.6846 11.4394
O -0.2189 5.5973 10.9410
O -0.6378 4.1454 12.5588
H -4.6975 2.9579 8.1195
H -3.9576 1.4720 10.0320
H -2.1321 2.1642 11.4931
H -2.2836 6.0408 9.5484
H -3.9618 5.0986 7.8736
C -9.1459 5.2297 9.3980
O -8.1828 5.7357 10.3471
C -6.8694 5.3975 10.0235
C -6.0493 6.3311 10.8823
O -6.2395 6.0670 12.2837
C -5.3338 5.1453 12.8231
H -10.1078 5.7188 9.5515
H -9.3898 4.1861 9.5965
H -8.9428 5.4609 8.3524
H -6.8809 5.6860 8.9725
H -6.6179 4.3392 10.0925
H -6.3647 7.3365 10.6036
H -5.0196 6.3625 10.5261
H -5.3702 4.2285 12.2347
H -5.5660 4.9730 13.8740
H -4.2856 5.4384 12.7627
C -3.7982 9.5894 10.1715
O -2.4697 9.1695 10.3567
C -1.5110 10.2084 10.2933
C -0.1663 9.5639 10.5592
O 0.0762 8.9217 11.7751
C 1.4719 8.7242 12.0505
H -4.4559 8.7499 9.9460
H -3.8447 10.3117 9.3565
H -4.1182 10.1351 11.0591
H -1.5880 10.8363 11.1810
H -1.7093 10.7595 9.3740
H 0.5976 10.3218 10.3856
H 0.0154 8.8321 9.7720
H 1.6584 8.2620 13.0199
H 2.0086 9.6718 12.0049
H 1.9192 8.0218 11.3471
C -8.7646 6.8738 3.9566
O -7.5320 6.2619 4.1804
C -7.5832 5.2389 5.1875
C -6.3554 4.2878 5.3217
O -5.2076 4.9122 5.9862
C -4.3471 5.7497 5.1962
H -8.5547 7.7450 3.3361
H -9.1555 7.1726 4.9293
H -9.4086 6.1552 3.4496
H -8.4512 4.5994 5.0266
H -7.8096 5.7245 6.1367
H -6.0547 3.8483 4.3707
H -6.6010 3.4659 5.9943
H -3.3372 5.4629 5.4894
H -4.5306 6.8034 5.4063
H -4.5564 5.6497 4.1312
C -7.4073 1.7334 10.3739
O -7.1410 1.2447 9.1406
C -8.3276 1.0203 8.3303
C -7.9157 0.0669 7.2692
O -7.1337 0.8366 6.3925
C -7.2507 0.5226 5.0474
H -6.5162 2.1841 10.8108
H -7.6631 0.8303 10.9280
H -8.2701 2.3941 10.4585
H -8.5781 2.0447 8.0545
H -9.2438 0.6888 8.8190
H -8.8249 -0.3126 6.8028
H -7.4338 -0.8430 7.6270
H -8.3266 0.5532 4.8750
H -6.8917 -0.4869 4.8472
H -6.6996 1.1364 4.3349


[6]
Formula: C5H6O2S
Source: OMol25
Level of theory: ωB97M-V with the def2-TZVPD basis set

Values from the calculation:
* LUMO: 0.3 eV
* HOMO-LUMO gap: 9.096 eV
* E: -20211.051 eV
* E_HOMO: -8.8 eV

Positions of all 14 atoms, in Å:
C 0.0125 2.1261 1.0111
C -0.3977 0.8313 0.3661
C -1.4407 0.3166 -0.2345
C -1.1541 -1.1311 -0.5664
C 0.3656 -1.1383 -0.3882
H -1.7269 2.7700 1.5309
H 0.9435 2.4956 0.5526
H 0.2937 1.8782 2.1007
H -2.3844 0.8074 -0.3072
H -1.5448 -1.4520 -1.5617
H -1.6744 -1.7559 0.1730
O -0.9819 3.0605 0.9813
O 0.7075 -0.0455 0.3223
S 1.4984 -2.1807 -0.8779


[7]
Formula: C29H41ClGeN2O5S3Si3W
Source: OMol25
Level of theory: ωB97M-V with the def2-TZVPD basis set

Values from the calculation:
* LUMO (alpha / beta): -4.8 / -4.6 eV
* 2S+1: 2
* charge: +1
* <S²>: 0.7607
* HOMO-LUMO gap (alpha / beta): 5.647 / 5.805 eV
* E: -170956.572 eV
* E_HOMO (alpha / beta): -10.4 / -10.4 eV

Positions of all 86 atoms, in Å:
W 1.1194 -0.5395 0.0102
S -0.5481 0.7003 1.5385
C 0.8713 0.5043 2.5325
N 1.9198 -0.0235 1.9424
C 3.0159 -0.1419 2.7856
C 4.2795 -0.6133 2.4445
C 5.2391 -0.6502 3.4360
C 4.9550 -0.2188 4.7364
C 3.7092 0.2728 5.0743
C 2.7367 0.3093 4.0804
S 1.0899 0.8882 4.1893
H 4.4896 -0.9198 1.4290
H 6.2320 -1.0112 3.2039
H 5.7292 -0.2604 5.4902
H 3.4996 0.6194 6.0770
C -3.9157 -1.5685 2.1091
Si -2.3050 -2.4840 2.3786
C -1.5670 -1.9061 3.9933
C -2.5426 -4.3381 2.3661
Ge -1.0574 -1.9113 0.3552
Si 1.6165 -2.9747 0.8705
C 1.5736 -3.1370 2.7435
C 3.2774 -3.5646 0.2339
C 0.3987 -4.1880 0.0385
Si -2.4450 -2.1699 -1.6664
C -3.5337 -0.6503 -1.6897
C -3.4083 -3.7480 -1.3693
C -1.4131 -2.3194 -3.2035
H -4.5625 -1.7208 2.9775
H -4.4564 -1.9155 1.2305
H -3.7576 -0.4920 2.0082
H -2.2273 -2.2498 4.7958
H -1.5276 -0.8187 4.0448
H -0.5762 -2.3075 4.1956
H -3.2782 -4.5993 3.1323
H -1.6186 -4.8703 2.5991
H -2.9200 -4.7094 1.4113
H 1.1683 -2.2554 3.2372
H 2.5901 -3.2819 3.1169
H 0.9817 -3.9995 3.0582
H 4.1135 -2.9787 0.6141
H 3.3369 -3.5757 -0.8555
H 3.4132 -4.5960 0.5744
H -0.6794 -4.1546 0.2766
H 0.6757 -5.1985 0.3579
H 0.5056 -4.1350 -1.0458
H -4.1462 -0.5547 -0.7915
H -4.2074 -0.7142 -2.5486
H -2.9497 0.2652 -1.8079
H -4.0156 -3.7204 -0.4665
H -2.7465 -4.6154 -1.3139
H -4.0831 -3.9126 -2.2144
H -0.7478 -1.4748 -3.3680
H -2.0860 -2.3662 -4.0650
H -0.8166 -3.2343 -3.2030
N 1.6679 1.6354 -0.3360
C 1.4633 1.6093 -1.7688
C 2.5108 1.6866 -2.6722
C 2.2543 1.3611 -3.9954
C 0.9853 0.9396 -4.3922
C -0.0720 0.9749 -3.5002
C 0.1591 1.3128 -2.1777
S 0.7128 0.2050 -6.0161
O 0.0947 -1.0636 -5.6360
O -0.1543 1.1308 -6.6974
O 2.0574 0.0717 -6.5480
H 2.5858 1.9621 -0.0510
H 0.9691 2.2219 0.1144
H 3.5141 1.9176 -2.3348
H 3.0497 1.3459 -4.7304
H -1.0602 0.7010 -3.8487
H -0.6588 1.3588 -1.4610
Cl 5.3444 -2.7382 -6.8631
C 4.5354 -2.3790 -5.3926
C 3.1741 -2.6269 -5.2896
C 2.5277 -2.3227 -4.1110
C 3.2430 -1.7486 -3.0558
C 4.6168 -1.4973 -3.1733
C 5.2656 -1.8209 -4.3415
C 2.5521 -1.3401 -1.8706
O 3.0573 -0.7103 -0.8799
O 1.2758 -1.5954 -1.6888
H 2.6221 -3.0006 -6.1387
H 1.4581 -2.4572 -4.0431
H 5.1559 -1.0442 -2.3515
H 6.3235 -1.6378 -4.4645


[8]
Formula: C7H11N
Source: OMol25
Level of theory: ωB97M-V with the def2-TZVPD basis set

Values from the calculation:
* LUMO: 0.9 eV
* HOMO-LUMO gap: 7.587 eV
* E: -8922.208 eV
* E_HOMO: -6.7 eV

Positions of all 19 atoms, in Å:
C 0.8098 -1.3281 -0.8065
C 0.6245 0.4662 -1.1152
C 0.4814 1.3251 0.1489
C 1.8911 -0.3620 -1.1757
C -0.9811 0.5567 1.9878
N 0.0488 0.2222 1.0299
C -0.3175 -0.6685 -0.0571
C -1.5778 -1.1591 -0.3365
H 0.5860 -2.1899 -1.4267
H 0.1999 0.8411 -2.0397
H 1.3943 1.8155 0.4969
H -0.2995 2.0859 0.0141
H 2.6503 -0.1683 -0.4180
H 2.3410 -0.4738 -2.1581
H -1.8957 0.9617 1.5246
H -0.5905 1.3094 2.6744
H -1.2561 -0.3334 2.5547
H -1.8350 -1.4635 -1.3401
H -2.2741 -1.4372 0.4421